*one*
61
Properties=species:S:1:pos:R:3 method="wB97M-V/def2-TZVPD" mol_weight_g_mol=508.480 homo_lumo_gap_ev=7.7 homo_energy_ha=-0.298 lumo_ev=-0.469
Be 1.556 1.084 -0.919
Cl 3.498 -2.608 -3.076
C 2.076 -1.736 -3.356
C 1.241 -2.121 -4.450
C 0.122 -1.442 -4.770
Cl -1.009 -2.058 -5.886
C -0.230 -0.239 -4.071
C -1.206 0.766 -4.425
C -1.438 1.860 -3.619
C -0.558 2.133 -2.539
N 0.370 1.246 -2.261
C 0.583 0.080 -2.937
C 1.700 -0.638 -2.572
O 2.377 -0.137 -1.592
H 1.391 -3.062 -4.955
H -1.801 0.523 -5.375
H -2.287 2.502 -3.815
H -0.601 2.987 -1.946
C 2.577 -1.352 4.238
C 2.778 -2.590 3.364
C 4.133 -2.510 2.691
C 1.636 -2.995 2.399
N 1.087 -1.854 1.654
C 1.594 -1.199 0.637
N 0.946 -0.053 0.490
N -0.082 -0.078 1.361
N 0.003 -1.161 2.094
H 3.325 -1.240 5.020
H 1.623 -1.333 4.785
H 2.717 -0.422 3.675
H 2.822 -3.441 4.081
H 4.296 -1.525 2.223
H 4.174 -3.396 2.054
H 4.912 -2.723 3.367
H 0.804 -3.273 2.978
H 2.035 -3.814 1.769
H 2.507 -1.516 0.062
N 2.309 3.448 0.489
C 1.968 2.482 -0.068
C -3.145 -0.928 -1.873
C -2.419 -0.463 -0.614
C -3.064 0.628 0.195
S -2.421 2.293 -0.086
O -3.258 2.803 -1.211
C -3.065 3.041 1.417
C -2.185 2.673 2.630
C -0.743 3.086 2.446
H -2.598 -1.829 -2.240
H -2.987 -0.128 -2.663
H -4.199 -1.025 -1.726
H -1.463 -0.085 -0.938
H -2.165 -1.262 0.103
H -3.020 0.470 1.267
H -4.125 0.809 -0.003
H -4.069 2.800 1.516
H -2.975 4.128 1.329
H -2.239 1.626 2.903
H -2.582 3.188 3.498
H -0.325 2.665 1.561
H -0.223 2.717 3.309
H -0.674 4.200 2.381

*two*
61
Properties=species:S:1:pos:R:3 method="wB97M-V/def2-TZVPD" mol_weight_g_mol=508.480 homo_lumo_gap_ev=7.8 homo_energy_ha=-0.310 lumo_ev=-0.644
Be 7.809 8.637 13.008
Cl 12.499 7.875 12.615
C 11.354 7.961 13.931
C 11.833 7.709 15.215
C 11.105 7.501 16.362
Cl 11.803 7.405 17.948
C 9.658 7.568 16.227
C 8.614 7.323 17.183
C 7.309 7.588 16.959
C 6.969 8.151 15.677
N 7.862 8.255 14.748
C 9.160 7.993 14.951
C 10.016 8.248 13.790
O 9.396 8.660 12.723
H 12.891 7.621 15.359
H 9.016 6.902 18.124
H 6.550 7.348 17.665
H 5.929 8.536 15.552
C 8.033 6.287 8.614
C 9.416 6.011 9.133
C 9.601 5.967 10.641
C 10.377 7.063 8.529
N 10.112 8.465 8.874
C 10.377 9.293 9.905
N 9.930 10.483 9.654
N 9.420 10.377 8.376
N 9.555 9.222 7.886
H 7.306 5.587 9.114
H 7.870 6.094 7.542
H 7.565 7.258 9.017
H 9.788 5.081 8.743
H 9.116 6.877 11.088
H 10.615 5.926 10.986
H 9.013 5.165 11.071
H 10.452 7.104 7.478
H 11.367 6.796 8.911
H 10.793 8.974 10.805
N 5.779 7.211 11.433
C 6.642 7.692 12.049
C 5.604 10.033 9.198
C 6.721 10.430 10.204
C 6.126 10.895 11.479
S 7.192 10.770 12.849
O 6.563 11.153 14.127
C 8.391 12.072 12.375
C 8.253 13.294 13.368
C 6.983 14.132 13.256
H 6.023 9.725 8.244
H 5.128 10.999 9.071
H 4.848 9.301 9.594
H 7.257 11.234 9.675
H 7.403 9.613 10.393
H 5.344 10.182 11.806
H 5.555 11.848 11.640
H 8.108 12.267 11.322
H 9.352 11.556 12.403
H 9.162 13.952 13.051
H 8.283 12.886 14.353
H 6.681 14.172 12.213
H 7.121 15.172 13.591
H 6.190 13.709 13.874

Going by the computed energies, the most stable comes first: *one*, *two*.

*one*
8
Properties=species:S:1:pos:R:3 method="wB97M-V/def2-TZVPD" s2=2.007 mol_weight_g_mol=134.078 spin_multiplicity=3 homo_lumo_gap_ev="8.8 / 9.3" homo_energy_ha="-0.311 / -0.446" lumo_ev="0.366 / -2.812"
C 1.178 0.903 0.426
O -1.227 0.908 -0.755
O -1.079 -0.048 1.507
F -0.609 -1.714 -0.922
F 1.939 0.344 1.369
F 1.796 0.882 -0.753
S -0.436 0.210 0.281
H -1.561 -1.486 -1.153

*two*
8
Properties=species:S:1:pos:R:3 method="wB97M-V/def2-TZVPD" s2=2.011 mol_weight_g_mol=134.078 spin_multiplicity=3 homo_lumo_gap_ev="6.7 / 7.0" homo_energy_ha="-0.221 / -0.458" lumo_ev="0.728 / -5.485"
C 0.857 0.442 0.227
O -1.742 -0.206 0.946
O -0.624 -1.960 -0.317
F 0.836 1.384 -0.920
F 1.937 -0.260 -0.095
F 0.905 1.019 1.402
S -0.809 -0.540 -0.100
H -1.360 0.122 -1.142

Going by the computed energies, the most stable comes first: *one*, *two*.

*one*
20
Properties=species:S:1:pos:R:3 method="wB97M-V/def2-TZVPD" mol_weight_g_mol=168.156 homo_lumo_gap_ev=6.7 homo_energy_ha=-0.282 lumo_ev=-0.957 smiles="C[C@H]1N2C=C(C(=O)[O-])N=N[C@]12[NH3+]"
C 2.023 1.316 0.585
C 0.679 0.631 0.601
N 0.202 0.438 -0.821
C -1.251 0.501 -0.990
C -2.044 -0.224 -0.154
C -3.624 0.329 0.042
O -3.773 0.810 1.134
O -4.216 0.432 -1.026
N -1.552 -1.240 0.543
N -0.375 -1.674 0.406
C 0.583 -0.682 -0.012
N 1.822 -1.524 -0.281
H 2.280 1.938 1.447
H 1.867 1.839 -0.301
H 2.825 0.533 0.430
H -0.081 0.972 1.361
H -1.609 0.754 -1.928
H 1.632 -2.529 0.028
H 2.590 -1.156 0.250
H 2.021 -1.462 -1.315

*two*
20
Properties=species:S:1:pos:R:3 method="wB97M-V/def2-TZVPD" mol_weight_g_mol=168.156 homo_lumo_gap_ev=9.2 homo_energy_ha=-0.342 lumo_ev=-0.144 smiles="O=[N+]([O-])[C@H]1NCCn2nccc21"
O 0.411 -3.188 -0.741
N 0.331 -2.564 0.317
O 0.982 -2.748 1.324
C -0.583 -1.437 0.471
N -0.379 -0.611 1.582
C 0.711 0.357 1.402
C 0.266 1.324 0.292
N -0.108 0.702 -0.884
N 0.171 1.247 -2.100
C -0.111 0.235 -2.929
C -0.497 -0.951 -2.219
C -0.484 -0.555 -0.924
H -1.561 -1.940 0.437
H -0.166 -1.280 2.305
H 1.627 -0.126 1.019
H 0.833 0.886 2.285
H -0.500 1.964 0.678
H 1.081 1.955 -0.058
H -0.002 0.241 -3.982
H -0.814 -1.970 -2.691

Going by the computed energies, the most stable comes first: *two*, *one*.